# 1
8
Properties=species:S:1:pos:R:3 method="wB97M-V/def2-TZVPD" total_energy_ha=-643.11424 lumo_energy_ev=-1.24 orbital_gap_ev=8.9 e_homo_ha=-0.37422 de_lowest_kj_mol=524.91
C 0.196 -0.273 -0.908
N -0.701 0.813 -0.379
O 0.606 0.418 1.787
O -1.034 -1.362 1.103
S -0.170 -0.262 0.787
H -0.362 -1.174 -1.233
H 1.034 -0.028 -1.471
H 0.431 1.869 0.314


# 2
8
Properties=species:S:1:pos:R:3 method="wB97M-V/def2-TZVPD" total_energy_ha=-643.21062 lumo_energy_ev=0.26 orbital_gap_ev=10.9 e_homo_ha=-0.39079 de_lowest_kj_mol=271.85 smiles="O=S1(=O)CN1"
O 2.303 1.144 0.902
S 0.942 1.468 0.689
O 0.523 2.795 1.111
C -0.216 0.081 0.514
N 0.230 0.907 -0.642
H -1.362 0.030 0.655
H 0.402 -0.885 0.647
H 0.585 0.319 -1.580